[1]
Entry from the OMol25 dataset: a molecular structure, C5H6MgNaO4 in a non-equilibrium geometry (ωB97M-V with the def2-TZVPD basis set).

Positions of all 17 atoms, in Å:
Mg1 -1.58496 -1.22151 2.44411
Na1 0.30790 1.38595 1.20888
O1 -2.67419 2.98819 -1.41898
O2 2.40086 1.14423 1.20834
O3 -0.93674 -0.41802 0.76189
O4 -1.85171 2.88034 0.74559
C1 2.17732 -0.01139 0.65722
C2 -0.77386 -1.09949 -0.45072
C3 -2.29325 2.85126 -0.33650
C4 1.54258 -0.22066 -0.53501
C5 0.70223 -1.44036 -0.76568
H1 0.75457 -1.83170 -1.79628
H2 2.40967 -0.91338 1.26478
H3 -1.15696 -0.47467 -1.28349
H4 -1.36814 -2.03611 -0.46733
H5 1.03228 -2.24888 -0.09118
H6 1.31239 0.66619 -1.14564

Forces on the atoms, in the same order (eV/Å):
0.0 0.1 -0.1
-0.5 -0.1 0.1
-0.3 -0.5 0.0
0.8 -0.2 -0.1
-0.3 -0.2 0.1
-0.4 -0.5 -0.7
-0.2 0.3 -0.1
-0.1 0.0 0.0
0.7 0.9 0.7
0.2 0.0 0.1
0.1 0.0 0.0
0.0 0.0 0.1
0.0 0.2 -0.2
0.1 -0.1 0.0
0.1 0.1 -0.1
-0.1 0.2 -0.1
0.1 -0.2 0.1

Computed properties:
E_LUMO (eV): 2.079
Net charge: -1
Kohn-Sham gap (eV): 4.14

=====

[2]
Entry from the OMol25 dataset: a molecular structure, C3H2LiO2Sm in a non-equilibrium geometry (ωB97M-V with the def2-TZVPD basis set).

Positions of all 9 atoms, in Å:
Sm1 -0.26607 -2.03756 2.25897
O1 1.22035 0.47935 -0.49474
O2 -1.47975 -0.14304 1.45285
C1 -0.41719 0.65705 1.08477
C2 0.19633 -0.18999 -1.21826
C3 0.15009 -0.36799 0.23953
Li1 0.62422 2.22834 0.17905
H1 -0.55318 0.44021 -1.71436
H2 0.52520 -1.06636 -1.78781

Forces on the atoms, in the same order (eV/Å):
-0.4 0.4 -0.5
1.7 0.1 -1.8
0.7 2.3 1.7
-3.9 -4.4 -0.5
-0.4 -0.1 0.4
2.0 2.3 0.5
0.1 -0.8 0.2
0.3 -0.1 0.0
-0.1 0.4 -0.1

Computed properties:
Energy relative to the best compared isomer or geometry (same formula, charge and spin) (eV): 0.000
E_LUMO (alpha / beta) (eV): -0.518 / -0.527
Multiplicity: 8
Kohn-Sham gap (alpha / beta) (eV): 4.01 / 6.85

=====

[3]
Entry from the OMol25 dataset: 2 unconnected molecules or ions with the total composition C7H11N3O3 in a non-equilibrium geometry (ωB97M-V with the def2-TZVPD basis set).

Positions of all 24 atoms, in Å:
O1 -4.16954 0.48909 -1.53017
O2 1.50630 -0.55384 1.50454
O3 5.30955 1.77176 0.08315
N1 3.18719 0.76862 0.50227
N2 -3.33081 -0.19293 0.39062
N3 4.85797 -0.29794 -0.77077
C1 -3.66752 0.70845 -0.49135
C2 3.80721 -1.32399 -0.96974
C3 4.47440 0.87106 -0.17969
C4 2.28893 -0.32322 0.58517
C5 2.60083 -1.27365 -0.46187
C6 -3.04248 2.03873 -0.01562
C7 -4.06333 -1.42730 0.50945
H1 -3.39454 -2.41615 0.35005
H2 2.92628 1.35244 1.26759
H3 1.72702 -1.89896 -0.58758
H4 -3.17048 0.33968 1.43208
H5 -4.80108 -1.43620 -0.28440
H6 4.08560 -2.03175 -1.78137
H7 -4.58693 -1.69148 1.51512
H8 5.85747 -0.44104 -1.22736
H9 -2.02022 2.00782 0.76609
H10 -3.88741 2.70291 0.27906
H11 -2.49442 2.25789 -0.88527

Forces on the atoms, in the same order (eV/Å):
-1.9 0.0 -3.0
0.8 1.3 -1.4
-3.0 -1.8 -1.2
-0.5 -0.4 -0.3
0.4 -1.0 7.8
-0.7 -2.4 -1.7
2.5 2.4 2.0
2.9 0.7 -2.4
2.3 1.4 3.5
1.6 -0.4 0.5
-1.7 -0.1 0.9
1.5 0.0 1.4
0.4 -3.8 0.6
-1.2 2.4 0.2
0.9 1.3 0.3
0.6 -0.8 -0.7
-0.3 -2.4 -4.0
-0.2 -0.2 0.0
-0.2 0.4 1.0
0.9 1.2 -1.6
-3.2 0.8 1.5
-3.6 -0.3 -1.6
1.2 0.0 -0.3
0.2 1.6 -1.4

Computed properties:
Energy relative to the best compared isomer or geometry (same formula, charge and spin) (eV): 2.868
E_LUMO (eV): 0.348
Kohn-Sham gap (eV): 10.12

=====

[4]
Entry from the OMol25 dataset: a single C7H8N4OS molecule in a non-equilibrium geometry (ωB97M-V with the def2-TZVPD basis set).

Positions of all 21 atoms, in Å:
S1 1.01321 -1.29354 -0.60533
O1 3.62622 -0.72782 1.05093
N1 -3.56043 -1.70209 0.25409
N2 -0.08351 1.14408 -0.36600
N3 -3.72886 -0.36233 0.29708
N4 -2.39059 1.63805 0.06968
C1 -2.28454 -1.90247 0.00956
C2 -1.59475 -0.66381 -0.11608
C3 -2.58012 0.31181 0.09974
C4 3.02861 0.36234 0.39270
C5 -1.14029 1.95660 -0.15242
C6 2.40152 -0.16471 -0.89644
C7 -0.29932 -0.16740 -0.34862
H1 -1.88550 -2.90550 -0.07334
H2 -4.65226 0.03611 0.47050
H3 2.23491 0.81571 0.99137
H4 3.14503 -0.74667 -1.41256
H5 3.77491 1.11375 0.10153
H6 3.80971 -0.43890 1.96405
H7 -0.87684 3.05045 -0.18878
H8 2.04289 0.64635 -1.54168

Forces on the atoms, in the same order (eV/Å):
0.0 0.1 0.0
0.3 0.1 1.0
0.3 -0.1 -0.1
-0.2 -0.4 0.1
-0.8 0.5 0.2
-0.2 0.0 0.2
0.0 -0.2 0.0
-0.1 0.3 0.2
0.3 -0.3 -0.3
-0.6 0.1 -0.8
0.7 1.3 -0.2
-0.3 0.4 0.4
0.1 0.1 0.0
-0.1 0.1 0.0
0.6 -0.3 -0.1
0.2 0.2 0.1
0.2 -0.3 -0.4
-0.1 0.0 0.2
0.0 -0.4 -0.6
-0.5 -1.2 0.1
0.2 -0.2 0.2

Computed properties:
Energy relative to the best compared isomer or geometry (same formula, charge and spin) (eV): 0.000
E_LUMO (eV): 0.340
Kohn-Sham gap (eV): 9.15